DFT (ωB97M-V/def2-TZVPD) results for a molecular structure, C35H67Cl11MgN4O9.

Atoms and positions in Å:
C -5.728 1.079 1.978
C -5.621 1.339 0.440
C -5.435 2.840 0.087
C -4.545 2.979 -1.248
O -3.534 4.089 -1.167
C -2.297 3.433 -1.471
C -2.109 3.131 -2.762
C -0.969 2.430 -3.238
N -0.921 2.191 -4.576
C 0.145 1.497 -4.887
C 1.139 1.044 -3.973
N 1.102 1.326 -2.670
C 0.000 2.042 -2.298
C -0.183 2.365 -0.865
C 0.850 1.885 0.187
C 1.653 2.984 0.977
O 1.024 3.165 2.251
C 3.075 2.424 1.325
N 4.018 2.554 0.215
C -1.314 3.057 -0.444
C -1.614 3.444 1.029
C -1.163 4.915 1.402
C -0.901 5.100 2.939
Cl -2.457 6.153 0.999
H -6.317 1.859 2.486
H -4.722 0.990 2.417
H -6.211 0.099 2.090
H -4.814 0.694 0.066
H -6.549 1.009 -0.050
H -5.031 3.442 0.970
H -6.441 3.243 -0.152
H -5.125 3.085 -2.176
H -3.993 2.037 -1.338
H -2.886 3.427 -3.477
H 0.278 1.241 -5.946
H 1.968 0.442 -4.352
H 0.314 1.305 0.961
H 1.593 1.190 -0.228
H 1.758 3.942 0.434
H 1.446 3.911 2.695
H 3.480 2.936 2.215
H 2.956 1.353 1.597
H 4.823 1.972 0.444
H 3.564 2.097 -0.576
H -2.724 3.447 1.133
H -1.240 2.729 1.768
H -0.285 5.152 0.792
H -1.742 5.658 3.370
H -0.762 4.127 3.417
H -0.003 5.728 3.035
Mg -4.554 4.881 0.284
C -2.058 0.393 -7.707
Cl -0.508 0.591 -8.539
Cl -3.153 -0.650 -8.614
H -1.879 -0.052 -6.733
H -2.518 1.369 -7.591
C 5.898 -1.412 2.674
C 5.455 -0.351 1.686
O 6.395 -0.237 0.619
H 6.881 -1.166 3.080
H 5.188 -1.501 3.498
H 5.988 -2.384 2.184
H 5.388 0.623 2.174
H 4.474 -0.597 1.267
H 6.446 -1.094 0.182
C -8.168 8.062 -1.361
Cl -6.499 7.462 -1.316
Cl -9.342 6.794 -0.966
Cl -8.252 9.385 -0.241
H -8.368 8.412 -2.366
C 2.687 -3.351 -0.257
Cl 2.428 -1.938 -1.295
Cl 3.012 -2.851 1.413
Cl 1.298 -4.411 -0.322
H 3.554 -3.888 -0.625
O -5.282 10.779 -1.044
Cl -4.797 10.496 0.286
O -4.792 9.043 0.490
O -5.667 11.103 1.261
O -3.459 10.997 0.439
C 1.576 -7.535 1.567
C 0.140 -7.018 1.639
C -0.578 -7.433 2.923
C -0.753 -8.942 3.116
C -1.503 -9.659 1.994
C -2.939 -9.179 1.828
H 1.611 -8.627 1.563
H 2.058 -7.187 0.651
H 2.170 -7.176 2.418
H -0.418 -7.350 0.740
H 0.157 -5.926 1.590
H -1.559 -6.947 2.950
H -0.023 -7.038 3.788
H -1.281 -9.111 4.058
H 0.232 -9.409 3.236
H -1.517 -10.732 2.220
H -0.970 -9.552 1.046
H -3.504 -9.319 2.756
H -3.439 -9.746 1.041
H -2.981 -8.127 1.550
C 6.434 4.336 -3.731
C 5.192 3.454 -3.658
C 5.472 1.974 -3.943
O 5.648 1.666 -5.315
C 6.954 1.896 -5.814
N 4.173 4.015 -4.547
H 6.748 4.527 -4.757
H 6.234 5.306 -3.273
H 7.270 3.882 -3.195
H 4.798 3.508 -2.637
H 4.586 1.415 -3.621
H 6.314 1.591 -3.354
H 7.721 1.685 -5.064
H 7.053 2.921 -6.177
H 7.108 1.230 -6.663
H 3.311 3.486 -4.434
H 4.460 3.806 -5.501
C -0.608 -9.857 8.117
C -0.667 -9.701 6.608
O -1.985 -9.364 6.189
H -1.301 -10.632 8.448
H 0.399 -10.122 8.445
H -0.904 -8.928 8.613
H -0.390 -10.634 6.119
H 0.021 -8.918 6.272
H -2.222 -8.534 6.614
Cl -1.648 -7.084 -0.805

Summary:
LUMO energy = -0.1669 Eh
total charge = 0
Kohn-Sham gap = 0.9 eV